Computed, not measured: 3 unconnected molecules or ions with the total composition C4H14N2O in a non-equilibrium geometry, with the ωB97M-V functional and the def2-TZVPD basis.

Properties
Molar mass = 106.2 g/mol
2S+1 = 1
E_HOMO = -0.3441 Ha
Kohn-Sham gap = 5.7 eV

XYZ file:
```
21
Properties=species:S:1:pos:R:3:nbo_charge:R:1
O -1.3635 1.2899 1.2958 -0.294
N -2.3104 0.1036 -1.0868 -0.810
N 1.9500 -0.6630 -1.8935 -0.849
C 1.7339 -0.3219 -0.4852 -0.221
C 0.3568 -0.7012 0.1285 -0.380
C -0.7549 -1.5845 -0.5258 -0.432
C -2.0896 -0.9848 -0.0861 -0.225
H -0.6785 -1.4446 -1.6251 0.231
H -1.7655 0.8766 -0.5509 0.380
H -0.5948 -2.6756 -0.4146 0.228
H 2.4308 4.6150 4.3662 0.000
H 2.7993 -0.3913 -2.3582 0.371
H -2.9587 -1.6760 -0.3447 0.227
H 1.2642 -0.1662 -2.5145 0.356
H 2.6219 -0.5657 0.1944 0.209
H 1.7303 0.8194 -0.3016 0.169
H -1.7556 -0.4897 0.8631 0.228
H 0.4258 -0.8432 1.2415 0.226
H -3.2496 0.3656 -0.9016 0.350
H 2.3574 4.1071 4.9147 0.000
H -0.1494 0.3305 0.0844 0.235
```